{
  "formula": "C5H14",
  "method": "the ωB97M-V functional and the def2-TZVPD basis",
  "species": ["C", "C", "C", "C", "C", "H", "H", "H", "H", "H", "H", "H", "H", "H", "H", "H", "H", "H", "H"],
  "xyz": [[-0.25, 1.12, 1.65], [0.07, -1.77, -2.46], [0.71, 2.31, 1.95], [-0.96, 1.11, 0.33], [0.44, -2.66, -1.33], [-2.09, 1.18, 0.23], [0.95, 2.38, 3.05], [1.42, -3.09, -1.23], [-0.42, -3.34, -1.14], [0.33, 0.25, 1.93], [0.32, -2.18, -3.44], [-0.74, 1.82, -0.47], [-0.96, -1.42, -2.59], [0.35, -2.13, -0.37], [0.16, 3.23, 1.85], [-1.02, 1.18, 2.46], [0.69, -0.85, -2.34], [1.62, 2.14, 1.42], [-0.92, 0.02, 0.07]],
  "de_lowest_ev": 1.3283,
  "gap_ev": 11.686
}

***

{
  "formula": "C5H14",
  "method": "the ωB97M-V functional and the def2-TZVPD basis",
  "species": ["C", "C", "C", "C", "C", "H", "H", "H", "H", "H", "H", "H", "H", "H", "H", "H", "H", "H", "H"],
  "xyz": [[-1.91, 0.58, 1.92], [2.03, -0.19, -2.46], [-0.94, -0.04, 0.88], [1.37, 0.99, -1.69], [-0.73, -1.48, 1.45], [-1.77, 1.66, 2.14], [0.02, 0.56, 0.90], [1.17, 0.84, -0.63], [2.02, 1.85, -1.69], [2.76, -0.64, -1.76], [0.40, 1.42, -2.00], [-0.06, -2.05, 0.78], [2.51, 0.28, -3.32], [-1.95, 0.30, 2.97], [-0.30, -1.33, 2.45], [-1.62, -2.08, 1.27], [1.26, -0.93, -2.56], [-1.39, -0.16, -0.12], [-2.88, 0.42, 1.45]],
  "de_lowest_ev": 1.2167,
  "gap_ev": 11.875
}

***

{
  "formula": "C5H14",
  "method": "the ωB97M-V functional and the def2-TZVPD basis",
  "species": ["C", "C", "C", "C", "C", "H", "H", "H", "H", "H", "H", "H", "H", "H", "H", "H", "H", "H", "H"],
  "xyz": [[1.84, -1.26, -0.60], [0.36, -1.70, -0.40], [2.00, 0.25, -0.61], [-2.61, 1.69, 0.94], [-1.37, 0.87, 0.64], [-3.24, 1.77, 0.04], [2.99, 0.50, -1.00], [1.30, 0.71, -1.28], [-1.51, -0.11, 1.07], [1.95, 0.74, 0.36], [-0.12, -1.27, 0.47], [-0.29, -1.36, -1.21], [-0.41, 1.32, 0.87], [-3.31, 1.28, 1.67], [0.32, -2.77, -0.21], [2.00, -1.67, -1.60], [-1.33, 0.72, -0.43], [2.40, -1.76, 0.18], [-2.47, 2.77, 1.06]],
  "de_lowest_ev": 0.6578,
  "gap_ev": 12.242
}

***

{
  "formula": "C5H14",
  "method": "the ωB97M-V functional and the def2-TZVPD basis",
  "species": ["C", "C", "C", "C", "C", "H", "H", "H", "H", "H", "H", "H", "H", "H", "H", "H", "H", "H", "H"],
  "xyz": [[1.43, -2.78, 0.96], [-0.25, 2.12, -0.31], [-1.10, 0.89, -0.66], [2.24, -1.47, 0.95], [-2.43, 1.35, -1.03], [-1.04, 0.19, 0.15], [-2.59, 2.37, -1.12], [1.55, -0.62, 0.92], [-0.66, 0.29, -1.56], [-3.24, 1.09, -0.27], [2.71, -1.31, 1.95], [3.08, -1.59, 0.24], [0.38, -2.60, 1.27], [-0.45, 2.70, 0.64], [1.35, -3.32, -0.09], [1.96, -3.47, 1.60], [-2.90, 0.72, -1.92], [0.92, 1.89, -0.50], [-0.44, 3.03, -0.80]],
  "de_lowest_ev": 1.7934,
  "gap_ev": 11.789
}

***

{
  "formula": "C5H14",
  "method": "the ωB97M-V functional and the def2-TZVPD basis",
  "species": ["C", "C", "C", "C", "C", "H", "H", "H", "H", "H", "H", "H", "H", "H", "H", "H", "H", "H", "H"],
  "xyz": [[-0.60, 2.58, -0.55], [1.17, -1.89, 1.23], [0.15, -2.34, 2.25], [-0.71, 1.11, -0.91], [-0.18, 0.73, -2.28], [-0.21, 0.60, -0.09], [-1.77, 0.90, -0.88], [0.42, 2.95, -0.38], [-0.61, -1.57, 2.42], [0.88, -1.07, 0.58], [-1.04, 2.77, 0.44], [-0.99, 3.33, -1.24], [0.91, 0.67, -2.28], [-0.60, -0.19, -2.66], [-0.48, -3.18, 1.95], [2.15, -1.67, 1.67], [-0.46, 1.49, -3.02], [1.40, -2.70, 0.52], [0.59, -2.53, 3.23]],
  "de_lowest_ev": 0.3537,
  "gap_ev": 12.439
}

***

{
  "formula": "C5H14",
  "method": "the ωB97M-V functional and the def2-TZVPD basis",
  "species": ["C", "C", "C", "C", "C", "H", "H", "H", "H", "H", "H", "H", "H", "H", "H", "H", "H", "H", "H"],
  "xyz": [[-1.51, -0.65, -1.18], [1.75, 1.37, 0.98], [1.57, -0.71, -0.22], [1.23, -0.07, 1.16], [-2.60, 0.04, -0.45], [1.77, -1.72, 0.00], [-0.70, 0.09, -1.53], [-3.55, -0.56, -0.28], [1.96, 1.86, 1.95], [0.98, 1.91, 0.44], [2.74, 1.41, 0.48], [0.71, -0.65, -0.92], [-2.99, 0.83, -1.00], [2.28, -0.12, -0.73], [-1.75, -1.13, -2.19], [-1.21, -1.35, -0.47], [-2.45, 0.27, 0.57], [1.60, -0.76, 1.92], [0.19, -0.08, 1.46]],
  "de_lowest_ev": 1.5861,
  "gap_ev": 11.672
}

***

{
  "formula": "C5H14",
  "method": "the ωB97M-V functional and the def2-TZVPD basis",
  "species": ["C", "C", "C", "C", "C", "H", "H", "H", "H", "H", "H", "H", "H", "H", "H", "H", "H", "H", "H"],
  "xyz": [[1.56, -0.72, -1.65], [-0.88, 0.76, 1.91], [0.05, 1.46, 0.88], [-1.14, -0.71, 1.55], [0.29, -0.68, -2.49], [0.36, -1.31, -3.38], [0.24, 0.75, 0.08], [2.28, -1.44, -2.03], [-1.98, -1.09, 2.13], [1.38, -1.17, -0.67], [-0.36, 2.33, 0.39], [0.16, 0.31, -2.93], [-1.84, 1.27, 1.93], [-0.34, -1.37, 1.92], [2.08, 0.23, -1.51], [-1.20, -0.83, 0.47], [-0.45, 0.86, 2.90], [1.02, 1.53, 1.37], [-0.65, -0.81, -1.96]],
  "de_lowest_ev": 0.6042,
  "gap_ev": 12.426
}

***

{
  "formula": "C5H14",
  "method": "the ωB97M-V functional and the def2-TZVPD basis",
  "species": ["C", "C", "C", "C", "C", "H", "H", "H", "H", "H", "H", "H", "H", "H", "H", "H", "H", "H", "H"],
  "xyz": [[0.54, 0.80, 0.66], [0.09, 1.20, 2.07], [-1.13, -1.39, -2.06], [0.93, 0.36, 3.10], [-0.36, -0.58, -3.11], [0.16, 2.27, 2.19], [-0.97, 0.05, -3.73], [0.68, 0.71, 4.10], [1.61, 0.59, 0.53], [-1.63, -2.24, -2.52], [-0.96, 0.90, 2.14], [1.94, 0.33, 2.71], [0.29, -1.27, -3.68], [0.54, -0.66, 3.05], [0.21, -0.12, 0.15], [-0.48, -1.77, -1.27], [-1.97, -0.80, -1.68], [0.11, 1.56, -0.01], [0.40, 0.06, -2.65]],
  "de_lowest_ev": 0.6948,
  "gap_ev": 12.188
}

***

{
  "formula": "C5H14",
  "method": "the ωB97M-V functional and the def2-TZVPD basis",
  "species": ["C", "C", "C", "C", "C", "H", "H", "H", "H", "H", "H", "H", "H", "H", "H", "H", "H", "H", "H"],
  "xyz": [[0.44, 0.00, -1.81], [-1.79, -1.45, 0.74], [0.73, 1.13, -0.81], [2.15, 1.15, -0.27], [-1.41, -0.70, 2.00], [-2.08, 0.13, 2.25], [-1.91, -0.78, -0.12], [2.14, 1.61, 0.72], [-1.38, -1.27, 2.92], [2.87, 1.59, -0.96], [0.56, 0.40, -2.82], [0.04, 1.18, 0.04], [-2.66, -2.08, 0.90], [1.19, -0.77, -1.66], [-0.92, -1.99, 0.36], [0.53, 2.08, -1.31], [-0.61, -0.26, -1.77], [2.61, 0.16, -0.15], [-0.51, -0.13, 1.74]],
  "de_lowest_ev": 0.5867,
  "gap_ev": 12.221
}

***

{
  "formula": "C5H14Br6N6O3",
  "method": "the ωB97M-V functional and the def2-TZVPD basis",
  "species": ["Br", "Br", "Br", "Br", "Br", "Br", "O", "O", "O", "N", "N", "N", "N", "N", "N", "C", "C", "C", "C", "C", "H", "H", "H", "H", "H", "H", "H", "H", "H", "H", "H", "H", "H", "H"],
  "xyz": [[-2.68, -2.04, 1.86], [3.27, 1.56, -2.69], [0.07, 1.92, -2.57], [0.17, -2.91, 0.90], [-1.95, -1.87, -1.20], [1.66, -0.02, -0.45], [1.04, -0.93, -5.10], [-1.75, 4.16, 1.43], [0.97, -0.21, 3.12], [1.97, -2.15, 3.61], [-2.50, 2.36, 2.57], [2.25, -0.49, 5.06], [-1.12, -0.93, -4.29], [-0.71, -0.65, -6.48], [-0.42, 2.37, 1.67], [-1.30, -1.65, 0.58], [-1.58, 3.03, 1.88], [-0.17, -0.79, -5.24], [1.59, 0.70, -2.25], [1.67, -0.87, 3.89], [-0.86, -1.27, -3.38], [2.60, -2.62, 4.23], [0.37, 2.89, 1.32], [-0.88, -0.69, 0.85], [1.38, -2.62, 2.93], [-1.98, -0.42, -4.33], [-1.68, -0.38, -6.47], [2.65, -1.13, 5.71], [-2.36, 1.40, 2.82], [-0.13, -0.61, -7.30], [-3.32, 2.88, 2.82], [2.42, 0.51, 5.07], [-0.11, 1.66, 2.32], [1.40, -0.18, -2.86]],
  "de_lowest_ev": 0.5371,
  "gap_ev": 9.138
}

***

{
  "formula": "C5H14CuN6O16",
  "method": "the ωB97M-V functional and the def2-TZVPD basis",
  "species": ["Cu", "O", "O", "O", "O", "O", "O", "O", "O", "O", "O", "O", "O", "O", "O", "O", "O", "N", "N", "N", "N", "N", "N", "C", "C", "C", "C", "C", "H", "H", "H", "H", "H", "H", "H", "H", "H", "H", "H", "H", "H", "H"],
  "xyz": [[-2.01, 0.43, -1.53], [-1.11, 0.90, -3.45], [0.84, 0.02, -3.82], [0.13, 0.21, -1.11], [-2.89, -1.18, 2.39], [-5.60, 2.23, -1.67], [-4.38, 0.47, -1.18], [-1.30, 4.28, 0.32], [-2.04, -0.40, 0.57], [-1.97, -3.32, -1.28], [-3.66, 1.87, -2.63], [-0.08, 2.70, 1.18], [-2.29, -3.25, -3.42], [-0.78, -1.41, 2.03], [-2.44, -1.44, -2.27], [-1.23, 2.34, -0.63], [-0.12, 1.27, -5.32], [-1.92, -1.00, 1.66], [2.25, -0.37, 1.80], [-4.57, 1.55, -1.82], [-0.12, 0.73, -4.20], [-2.24, -2.69, -2.32], [-0.88, 3.12, 0.29], [2.06, 0.24, 3.16], [0.93, -0.59, -0.31], [2.10, -1.82, 1.92], [3.59, 0.00, 1.32], [1.21, 0.25, 0.92], [0.63, 0.85, -1.63], [2.37, -2.29, 0.97], [2.66, -0.34, 3.87], [2.40, 1.27, 3.14], [1.45, 1.29, 0.69], [3.66, 1.08, 1.26], [4.36, -0.41, 1.96], [1.02, 0.14, 3.43], [0.31, -1.45, -0.07], [3.69, -0.40, 0.31], [1.04, -2.05, 2.10], [1.83, -0.94, -0.83], [0.30, 0.32, 1.52], [2.75, -2.20, 2.70]],
  "total_charge": -2,
  "de_lowest_ev": 0.5887,
  "gap_ev": [6.612, 6.559],
  "multiplicity": 2
}

***

{
  "formula": "C5H14N",
  "method": "the ωB97M-V functional and the def2-TZVPD basis",
  "species": ["N", "C", "C", "C", "C", "C", "H", "H", "H", "H", "H", "H", "H", "H", "H", "H", "H", "H", "H", "H"],
  "xyz": [[-1.88, -1.50, -0.32], [-0.43, -1.23, -0.46], [1.31, 0.57, -0.31], [-1.12, 1.11, 0.09], [0.00, 0.06, 0.30], [2.39, 0.84, 0.76], [0.11, -2.14, -0.15], [0.02, -0.18, 1.38], [-2.20, -2.35, -0.81], [1.65, -0.11, -1.09], [-1.45, 1.14, -0.93], [2.07, 1.61, 1.47], [-2.49, -0.83, -0.81], [-0.67, 2.08, 0.37], [-0.14, -1.14, -1.51], [-2.06, 1.09, 0.64], [2.51, -0.12, 1.26], [3.32, 1.18, 0.28], [-2.14, -1.57, 0.66], [1.17, 1.52, -0.82]],
  "total_charge": 1,
  "de_lowest_ev": 0.5691,
  "gap_ev": 11.214
}

***

{
  "formula": "C5H14N",
  "method": "the ωB97M-V functional and the def2-TZVPD basis",
  "species": ["N", "C", "C", "C", "C", "C", "H", "H", "H", "H", "H", "H", "H", "H", "H", "H", "H", "H", "H", "H"],
  "xyz": [[-0.48, -1.05, 2.04], [-1.08, 0.35, -1.96], [0.80, -0.70, 1.27], [-0.27, 0.49, -0.69], [0.71, 1.71, -0.73], [0.48, -0.72, -0.20], [0.01, -1.69, -0.43], [0.64, 2.25, 0.21], [0.47, 2.37, -1.54], [-0.54, -0.03, -2.82], [-0.96, 0.79, 0.11], [1.39, -0.88, -0.78], [1.72, 1.33, -0.85], [-1.24, -0.47, 1.66], [-0.36, -0.79, 3.02], [-1.44, 1.34, -2.23], [-1.98, -0.26, -1.79], [1.06, 0.30, 1.63], [-0.73, -2.03, 1.97], [1.52, -1.42, 1.62]],
  "total_charge": 1,
  "de_lowest_ev": 0.3255,
  "gap_ev": 11.330
}

***

{
  "formula": "C5H14N2",
  "method": "the ωB97M-V functional and the def2-TZVPD basis",
  "species": ["N", "N", "C", "C", "C", "C", "C", "H", "H", "H", "H", "H", "H", "H", "H", "H", "H", "H", "H", "H", "H"],
  "xyz": [[0.07, -1.56, -1.25], [2.50, -0.01, -0.95], [1.37, 0.18, -0.05], [-1.64, 1.45, 0.30], [-1.17, 0.01, 0.16], [-1.03, -0.67, 1.52], [0.06, -0.17, -0.73], [1.31, 1.22, 0.32], [0.89, -2.02, -0.87], [0.35, -1.52, -2.23], [-0.09, -0.43, 2.02], [-1.95, -0.54, -0.38], [-0.86, 2.09, 0.73], [3.33, -0.27, -0.42], [1.54, -0.41, 0.85], [-2.51, 1.51, 0.95], [-1.93, 1.87, -0.67], [-0.02, 0.49, -1.59], [-1.82, -0.34, 2.21], [-1.16, -1.74, 1.44], [2.76, 0.86, -1.39]],
  "total_charge": -1,
  "de_lowest_ev": 0.0931,
  "gap_ev": [2.767, 9.366],
  "multiplicity": 2
}

***

{
  "formula": "C5H14N2",
  "method": "the ωB97M-V functional and the def2-TZVPD basis",
  "species": ["N", "N", "C", "C", "C", "C", "C", "H", "H", "H", "H", "H", "H", "H", "H", "H", "H", "H", "H", "H", "H"],
  "xyz": [[0.29, 0.36, 0.46], [-2.19, 0.72, 1.92], [0.28, -0.14, -2.18], [-1.61, -0.57, 1.75], [-0.78, -0.63, 0.44], [0.92, 0.47, -0.80], [2.46, 0.25, -0.65], [0.72, 1.51, -1.02], [-0.22, -1.55, 0.31], [0.64, -1.23, -2.11], [2.89, 1.20, -0.98], [0.78, 0.40, 1.30], [0.94, 0.18, -2.99], [-0.64, 0.32, -2.59], [2.96, -0.54, -1.19], [-2.46, 0.96, 2.87], [-2.34, -1.43, 1.74], [-1.44, -0.52, -0.43], [2.76, 0.05, 0.35], [-1.06, -0.68, 2.67], [-2.89, 0.88, 1.14]],
  "de_lowest_ev": 2.7884,
  "gap_ev": 8.678
}

***

{
  "formula": "C5H14N2",
  "method": "the ωB97M-V functional and the def2-TZVPD basis",
  "species": ["N", "N", "C", "C", "C", "C", "C", "H", "H", "H", "H", "H", "H", "H", "H", "H", "H", "H", "H", "H", "H"],
  "xyz": [[2.07, 0.60, 0.90], [-0.76, -0.26, 2.07], [-0.84, 1.50, -1.03], [-0.85, -0.57, 0.84], [1.62, -0.20, -0.21], [-1.65, -1.70, 0.24], [0.46, 1.24, -1.54], [-1.32, -0.86, 2.68], [0.57, 0.66, -2.45], [-0.98, 0.70, -0.13], [-1.67, 1.26, -1.70], [2.29, -0.07, -1.05], [3.02, 0.40, 1.17], [1.26, 1.92, -1.29], [-2.01, -2.39, 1.01], [-2.50, -1.32, -0.32], [0.22, -0.29, 0.13], [1.46, 0.49, 1.71], [1.61, -1.29, -0.05], [-1.03, -2.27, -0.46], [-0.97, 2.45, -0.52]],
  "de_lowest_ev": 5.7182,
  "gap_ev": 8.809
}

***

{
  "formula": "C5H14N2",
  "method": "the ωB97M-V functional and the def2-TZVPD basis",
  "species": ["N", "N", "C", "C", "C", "C", "C", "H", "H", "H", "H", "H", "H", "H", "H", "H", "H", "H", "H", "H", "H"],
  "xyz": [[-0.92, -0.87, 0.54], [-1.30, -0.34, 2.95], [-0.65, 0.41, -0.08], [-1.83, -0.85, 1.66], [1.29, -0.23, -1.59], [-0.18, 0.21, -1.52], [2.31, 0.84, -1.20], [1.53, -0.58, -2.60], [-1.56, 1.01, -0.08], [-0.25, 1.09, -2.17], [-2.19, -1.87, 1.84], [-1.64, 0.61, 3.09], [-2.72, -0.32, 1.33], [3.26, 0.34, -0.96], [1.40, -1.12, -0.97], [2.01, 1.36, -0.30], [-0.07, -1.37, 0.78], [2.51, 1.50, -2.05], [-0.80, -0.57, -1.94], [0.10, 0.98, 0.46], [-0.29, -0.23, 2.83]],
  "de_lowest_ev": 0.7236,
  "gap_ev": 9.896
}

***

{
  "formula": "C5H14N2",
  "method": "the ωB97M-V functional and the def2-TZVPD basis",
  "species": ["N", "N", "C", "C", "C", "C", "C", "H", "H", "H", "H", "H", "H", "H", "H", "H", "H", "H", "H", "H", "H"],
  "xyz": [[-2.16, 0.17, -2.09], [-0.92, -0.97, -0.30], [2.05, -0.76, 0.82], [1.29, 1.59, 1.40], [-0.07, 0.19, -0.18], [-2.18, -0.76, -0.96], [0.86, 0.16, 1.02], [2.76, -0.40, 0.07], [0.35, -0.24, 1.90], [2.13, 1.48, 2.09], [-3.02, 0.12, -2.62], [-1.37, 0.09, -2.71], [-0.67, 1.11, -0.09], [2.58, -0.87, 1.78], [-2.91, -0.36, -0.25], [-0.46, -1.77, -0.71], [0.52, 2.08, 1.98], [-2.56, -1.75, -1.26], [1.72, -1.77, 0.61], [1.54, 2.22, 0.56], [0.53, 0.44, -1.07]],
  "de_lowest_ev": 0.7123,
  "gap_ev": 9.942
}

***

{
  "formula": "C5H14N2",
  "method": "the ωB97M-V functional and the def2-TZVPD basis",
  "species": ["N", "N", "C", "C", "C", "C", "C", "H", "H", "H", "H", "H", "H", "H", "H", "H", "H", "H", "H", "H", "H"],
  "xyz": [[0.56, -0.25, 0.02], [-2.73, 1.87, -0.46], [0.91, -1.62, 0.36], [1.18, 0.81, 0.77], [-0.91, -0.04, -0.05], [-1.49, 1.19, -0.89], [2.51, -2.05, 0.14], [-3.44, 1.85, -1.19], [2.63, -2.86, 0.95], [2.70, -2.64, -0.95], [-0.70, 1.89, -0.99], [3.21, -1.18, 0.16], [-2.67, 2.73, 0.14], [0.60, -2.00, 1.46], [-1.27, 0.21, 0.99], [1.11, 0.53, 1.86], [2.26, 0.87, 0.45], [0.68, 1.78, 0.81], [-1.47, -0.80, -0.54], [0.24, -2.31, -0.21], [-1.85, 0.82, -1.87]],
  "de_lowest_ev": 2.8936,
  "gap_ev": 9.268
}

***

{
  "formula": "C5H14N2",
  "method": "the ωB97M-V functional and the def2-TZVPD basis",
  "species": ["N", "N", "C", "C", "C", "C", "C", "H", "H", "H", "H", "H", "H", "H", "H", "H", "H", "H", "H", "H", "H"],
  "xyz": [[0.46, 0.35, 1.57], [-1.59, -1.78, -1.37], [0.70, -1.03, -0.52], [0.29, 0.33, 0.15], [-0.19, -1.41, -1.69], [0.82, 1.54, -0.68], [-0.62, 0.98, 2.34], [0.05, 1.75, -1.40], [-0.24, -0.56, -2.38], [0.89, 2.35, 0.06], [-0.55, 2.07, 2.19], [0.40, -2.08, -2.33], [1.84, 1.49, -1.06], [-0.76, 0.24, -0.14], [1.33, 0.79, 1.83], [-0.46, 0.87, 3.41], [1.78, -0.97, -0.70], [-1.60, 0.63, 2.00], [-1.33, -2.62, -0.84], [-1.96, -1.13, -0.69], [0.73, -1.83, 0.23]],
  "de_lowest_ev": 1.6324,
  "gap_ev": 9.652
}

***

no.,largest force on an atom (eV/Å),E_tot (eV)
1,3.5,-5410.721
2,2.6,-5410.833
3,2.2,-5411.392
4,6.2,-5410.256
5,1.5,-5411.696
6,3.4,-5410.464
7,2.0,-5411.445
8,2.3,-5411.355
9,1.7,-5411.463
10,2.5,-440752.132
11,1.5,-91734.673
12,2.2,-6895.293
13,1.6,-6895.536
14,0.9,-8390.892
15,4.0,-8389.831
16,1.8,-8386.901
17,0.9,-8391.895
18,1.1,-8391.907
19,3.5,-8389.725
20,2.5,-8390.987